Record 1
DFT (ωB97M-V with the def2-TZVPD basis set) results for 3 unconnected molecules or ions with the total composition C30H58IN6O5P at a distorted geometry.

```
101
Properties=species:S:1:pos:R:3:forces:R:3
C 1.166 6.743 -0.785 -0.112 -1.103 0.576
C 2.435 5.819 -1.292 0.118 -0.171 -0.432
C 2.657 5.863 -2.944 -1.098 -0.752 -0.117
C 3.072 4.362 -3.548 0.179 0.804 -0.503
C 4.640 3.997 -3.235 0.164 -0.412 0.962
C 4.978 2.391 -3.173 0.359 -0.439 0.478
C 3.917 1.494 -2.303 -0.209 0.359 -0.150
C 3.806 2.085 -0.778 0.398 -0.601 0.617
C 2.591 1.446 0.125 0.989 -0.570 -0.334
C 1.184 1.203 -0.685 -0.234 -0.648 0.515
C -0.094 1.504 0.350 0.350 0.153 -1.076
C -1.233 0.291 0.296 0.115 -0.432 -0.792
C -1.115 -0.745 1.600 0.528 -0.614 1.644
C -2.103 -0.274 2.863 1.828 0.213 0.184
C -2.004 1.324 3.213 -0.687 0.176 0.776
C -3.034 2.289 2.380 -0.551 1.150 0.332
C -4.564 1.718 2.238 0.248 -1.242 -0.032
O -5.526 2.706 1.691 0.988 -1.435 -1.192
C -5.597 2.635 0.220 0.376 0.011 -1.176
C 0.442 -1.123 2.083 0.680 -0.845 -0.228
C 0.672 -2.738 1.714 0.701 0.621 -0.645
C 1.369 -2.945 0.220 0.928 -0.119 -0.827
C 2.975 -3.374 0.250 -3.138 0.737 -5.643
C 3.570 -3.550 -1.304 -4.102 0.945 1.861
C 2.495 -3.284 -2.498 0.212 0.062 1.834
N 1.065 -2.867 -2.464 2.968 -0.913 4.847
C 0.469 -2.690 -1.109 4.472 -1.401 -0.029
C -0.896 -3.289 1.915 3.737 1.468 2.151
C -0.898 -3.649 3.500 0.325 0.411 1.183
C -2.292 -3.514 4.310 0.314 -1.084 1.537
N -3.529 -3.180 3.529 -0.348 -0.651 0.764
P -0.998 -4.996 1.066 0.853 -0.769 -2.987
O 0.533 -5.886 1.207 -1.536 2.812 2.116
I -2.613 -6.509 2.205 0.336 0.310 0.346
O -1.633 -2.136 1.380 -0.361 -1.578 -0.481
H 1.087 7.788 -1.304 0.225 -2.056 1.032
H 1.225 6.850 0.400 -0.078 0.011 -2.596
H 0.182 6.096 -0.977 2.040 1.659 0.200
H 3.454 6.119 -0.748 -2.322 -0.695 -1.090
H 2.145 4.696 -1.016 0.821 2.406 -0.473
H 3.407 6.704 -3.283 -1.489 -1.701 0.736
H 1.580 6.082 -3.406 2.344 -0.218 0.892
H 2.288 3.618 -3.092 1.784 1.230 -0.711
H 2.909 4.319 -4.729 0.291 0.249 2.529
H 4.909 4.435 -2.161 -0.560 -0.820 -2.320
H 5.408 4.473 -4.001 -1.877 -0.798 1.502
H 5.048 1.938 -4.254 -0.055 0.907 2.060
H 6.033 2.278 -2.628 -2.109 0.236 -1.390
H 4.240 0.353 -2.236 -0.498 2.444 -0.214
H 2.892 1.500 -2.896 1.998 0.032 1.467
H 3.747 3.251 -0.699 0.038 -2.227 -0.546
H 4.819 1.774 -0.227 -2.068 0.777 -1.194
H 2.494 2.121 1.086 -0.131 -1.270 -1.957
H 2.988 0.389 0.507 -0.959 2.175 -0.779
H 1.099 1.821 -1.692 0.193 -1.046 2.309
H 1.134 0.061 -1.017 0.213 2.400 0.698
H 0.393 1.637 1.408 -1.336 -0.182 -1.993
H -0.556 2.530 -0.049 0.786 -2.234 1.284
H -2.341 0.716 0.184 2.449 -0.963 0.581
H -1.026 -0.269 -0.737 -0.464 0.968 2.422
H -3.185 -0.670 2.660 2.201 0.880 0.394
H -1.658 -0.846 3.811 -1.180 1.101 -2.060
H -0.900 1.767 3.157 -2.381 -1.140 -0.065
H -2.309 1.430 4.362 0.573 -0.216 -2.462
H -3.111 3.307 2.996 0.187 -2.097 -1.430
H -2.665 2.571 1.293 -0.581 -0.662 2.284
H -5.024 1.320 3.262 1.144 1.110 -2.063
H -4.515 0.769 1.523 -0.259 1.927 1.353
H -5.827 1.530 -0.165 0.529 2.235 0.946
H -6.436 3.337 -0.231 1.615 -1.381 1.404
H -4.575 2.997 -0.252 -1.950 -0.815 0.895
H 1.329 -0.622 1.508 -1.965 -0.412 1.253
H 0.587 -1.033 3.258 -0.406 0.129 -2.524
H 1.479 -3.165 2.478 -1.978 0.712 -1.481
H 3.602 -3.561 1.219 -1.470 0.459 -2.029
H 4.696 -3.890 -1.491 -2.777 0.842 0.189
H 2.938 -3.455 -3.596 -1.262 0.528 2.687
H -0.671 -2.398 -1.030 2.695 -0.731 -0.134
H -0.083 -2.997 4.081 -1.822 -1.251 -1.307
H -0.504 -4.771 3.603 -0.861 2.382 -0.274
H -2.489 -4.548 4.864 0.721 2.001 -1.017
H -2.119 -2.728 5.192 -0.584 -1.480 -2.058
H -3.577 -3.627 2.589 0.266 0.327 1.217
H -4.334 -3.561 4.102 1.223 0.601 -1.182
H 1.065 -5.488 1.963 -0.705 -0.852 -1.197
C 6.384 -6.412 -2.858 0.138 0.612 0.007
O 6.706 -5.238 -2.761 -0.041 0.196 0.086
N 6.831 -7.360 -2.015 0.721 -0.681 1.133
N 5.554 -6.861 -3.816 -0.877 -0.029 -1.158
H 6.577 -8.332 -2.079 0.043 0.202 0.008
H 7.458 -7.064 -1.279 -0.244 -0.148 -0.294
H 5.195 -6.180 -4.472 0.127 -0.301 0.245
H 5.277 -7.824 -3.912 0.045 0.198 0.029
C -9.509 1.832 -0.579 0.276 0.660 -0.290
O -9.187 2.850 -1.171 0.044 0.052 -0.050
N -8.898 1.421 0.547 0.888 -0.087 1.128
N -10.503 1.030 -1.000 -1.197 -0.616 -0.850
H -9.149 0.585 1.048 0.047 0.180 -0.105
H -8.143 1.996 0.898 -0.221 -0.224 -0.010
H -10.989 1.303 -1.844 0.184 -0.131 0.346
H -10.783 0.187 -0.526 0.066 0.182 -0.091
```
Forces are in eV/Å.

Summary:
maximum force = 6.50 eV Å⁻¹
HOMO-LUMO gap = 7.95 eV
M = 740.71 g/mol
LUMO = -0.3 eV
calculated total energy = -68602.6589 eV
SMILES = CCCCCCCCCCCC[C@]1(CCCCOC)C[C@H](c2cccnc2)[C@](CCN)(P(O)I)O1.NC(N)=O.NC(N)=O

Record 2
DFT (ωB97M-V with the def2-TZVPD basis set) results for 2 unconnected molecules or ions with the total composition C12H12 at a distorted geometry.

```
24
Properties=species:S:1:pos:R:3:forces:R:3
C -3.140 -1.126 -0.450 1.022 -1.190 -1.734
C -2.735 -0.986 0.882 -3.043 -5.309 0.318
C -2.293 0.087 1.500 -0.056 3.933 -5.285
C -2.283 1.227 0.552 -0.459 -1.059 0.968
C -2.856 1.222 -0.753 2.213 -5.180 1.159
C -3.011 -0.095 -1.421 -2.960 -0.505 2.743
C 1.400 -0.371 -0.076 1.290 -0.734 1.034
C 1.761 1.006 0.054 -2.352 -0.310 -1.122
C 3.056 1.318 -0.084 3.455 1.315 3.090
C 4.096 0.240 -0.138 -1.475 4.685 -0.132
C 3.719 -1.086 -0.116 0.284 1.707 -0.136
C 2.327 -1.423 -0.052 0.923 -0.327 -0.703
H -3.425 -2.240 -0.652 0.339 2.420 -0.358
H -3.124 -1.939 1.360 1.306 1.201 0.465
H -1.940 0.274 2.435 0.742 -0.049 2.561
H -1.784 2.022 1.078 -0.454 1.231 -0.730
H -2.952 1.959 -1.431 0.028 3.268 -1.406
H -3.542 -0.367 -2.407 1.385 1.233 1.303
H 0.435 -0.750 0.074 -1.721 0.250 -0.169
H 1.022 1.874 0.110 0.728 -1.701 0.188
H 3.333 2.435 0.444 -0.284 -3.029 -2.391
H 5.090 0.825 -0.201 -1.062 -2.299 0.185
H 4.634 -1.635 -0.131 -0.249 -1.712 0.017
H 2.012 -2.534 -0.068 0.396 2.161 0.132
```
Forces are in eV/Å.

Summary:
relative energy (zero: lowest compared OMol25 entry of this formula, charge and spin) = 106.8 kcal per mole
maximum force = 6.59 eV Å⁻¹
HOMO-LUMO gap = 9.98 eV
M = 156.23 g/mol
LUMO = 0.9 eV
calculated total energy = -12634.2969 eV
SMILES = c1ccccc1.c1ccccc1

Record 3
DFT (ωB97M-V with the def2-TZVPD basis set) results for 6 unconnected molecules or ions with the total composition C8H28BF4NO8 at a distorted geometry.

```
50
Properties=species:S:1:pos:R:3:forces:R:3
N -0.384 -0.503 0.203 -0.123 0.456 -0.372
H -1.290 -0.121 0.469 -0.036 -0.452 0.019
H -0.247 -0.341 -0.806 0.071 -0.015 -0.044
H -0.330 -1.521 0.387 0.010 0.300 0.346
H 0.324 0.030 0.713 0.073 -0.301 -0.042
B 0.016 -3.790 0.295 1.222 -0.949 0.262
F 0.093 -2.868 1.405 -0.186 0.070 -0.150
F -0.568 -4.971 0.717 -0.263 0.313 -0.137
F -0.686 -3.151 -0.740 -0.330 0.190 -0.066
F 1.338 -4.042 -0.145 -0.408 0.276 0.052
C 1.587 -1.353 -4.247 0.052 0.459 0.200
C 1.278 -1.093 -2.773 0.800 -1.077 -0.537
O 0.261 -0.134 -2.565 -0.232 0.201 0.066
O 2.004 -0.142 -4.896 -0.051 -0.156 0.049
H 0.717 -1.735 -4.784 -0.080 0.177 0.097
H 2.372 -2.110 -4.325 -0.059 -0.042 0.130
H 2.202 -0.804 -2.260 -0.033 0.146 0.012
H 0.990 -2.059 -2.348 -0.365 0.247 0.243
H 0.603 0.722 -2.853 -0.042 -0.113 -0.147
H 2.962 -0.100 -4.830 -0.017 0.103 -0.040
C -0.283 1.095 3.630 1.478 -0.417 -0.682
C -1.486 1.356 2.769 -0.865 0.014 0.948
O -1.167 1.914 1.509 0.057 -0.179 -0.178
O 0.554 0.093 2.975 -0.473 0.143 0.560
H -0.523 0.737 4.630 -0.319 0.181 0.011
H 0.378 1.964 3.706 -0.311 0.173 0.139
H -2.220 1.975 3.302 0.240 0.192 0.002
H -2.018 0.407 2.651 0.175 0.020 -0.543
H -1.081 2.868 1.584 0.011 -0.020 0.109
H 0.520 -0.696 3.526 0.065 -0.147 -0.305
C 3.496 1.126 0.748 -0.131 0.565 0.511
C 3.226 2.412 1.537 0.011 -0.320 -0.538
O 3.332 2.173 2.937 -0.050 0.355 -0.286
O 2.380 0.263 0.686 -0.138 -0.108 0.115
H 4.348 0.611 1.197 0.131 0.043 -0.074
H 3.742 1.416 -0.272 0.002 -0.139 -0.090
H 2.224 2.776 1.277 -0.030 -0.097 0.011
H 3.936 3.174 1.196 0.135 -0.047 0.189
H 3.290 3.047 3.341 0.041 -0.237 0.267
H 2.192 -0.055 1.582 0.039 0.080 -0.028
C -3.511 0.685 -0.498 -0.413 -0.951 -0.737
C -3.606 0.222 -1.969 -0.152 0.011 0.884
O -4.957 -0.087 -2.322 0.420 0.217 -0.094
O -3.325 -0.462 0.370 0.277 0.790 -0.134
H -4.450 1.159 -0.210 0.099 0.420 -0.111
H -2.673 1.365 -0.381 0.055 -0.079 0.355
H -2.959 -0.653 -2.063 0.042 -0.082 -0.132
H -3.219 0.982 -2.644 -0.352 0.103 -0.111
H -5.259 -0.785 -1.734 -0.066 -0.146 -0.136
H -4.124 -0.992 0.324 0.019 -0.174 0.138
```
Forces are in eV/Å.

Summary:
relative energy (zero: lowest compared OMol25 entry of this formula, charge and spin) = 0.0 kcal per mole
maximum force = 1.68 eV Å⁻¹
HOMO-LUMO gap = 10.29 eV
M = 353.12 g/mol
LUMO = -0.1 eV
calculated total energy = -38171.5127 eV

Record 4
DFT (ωB97M-V with the def2-TZVPD basis set) results for a single C27H41N4O6PS3 molecule at a distorted geometry.

```
82
Properties=species:S:1:pos:R:3:forces:R:3
C 4.876 -4.508 0.246 0.137 0.678 1.035
C 5.860 -3.285 -0.298 -1.236 0.442 -0.570
C 4.818 -2.122 -0.886 0.149 -0.550 0.927
C 5.414 -0.598 -0.787 1.035 -1.070 1.444
O 4.648 0.423 -1.518 -3.126 -2.129 -0.373
C 3.263 0.006 -1.782 -2.708 -0.130 1.312
C 2.154 -0.014 -0.753 3.080 0.463 -2.388
C 2.574 0.468 0.764 0.008 -0.456 0.160
C 1.490 1.481 1.475 0.656 0.060 0.565
C 1.001 2.730 0.525 -0.086 0.470 -0.082
C -0.627 2.875 0.368 0.153 0.911 -0.345
C -1.359 3.725 1.572 -0.254 -0.083 0.269
C -0.946 3.257 3.090 -0.697 0.047 0.182
C -1.662 1.798 3.442 0.957 0.675 -1.379
S -0.913 1.043 5.028 1.491 0.463 -0.411
C 0.958 1.122 4.948 3.925 -0.470 -1.257
N 1.977 0.054 4.510 -1.761 7.780 2.854
N 3.174 0.737 4.673 0.563 3.337 1.353
C 3.140 2.162 5.189 -4.656 -6.255 -2.269
O 1.685 2.371 5.322 1.236 -2.626 -0.748
C 0.651 -0.546 -1.202 -2.125 -1.651 2.990
O -0.226 -1.077 -0.309 5.404 3.580 -5.675
C 0.295 -0.384 -2.821 1.552 0.177 -2.049
C -1.294 -0.296 -3.214 -0.358 -0.464 0.845
C -1.935 1.217 -3.134 -0.023 0.182 0.873
C -3.250 1.160 -2.103 1.623 1.049 1.006
S -4.600 -0.002 -2.680 0.023 -0.434 1.818
C -5.224 -1.109 -1.302 -1.841 -1.181 0.723
S -6.684 -1.983 -1.628 2.965 1.877 0.130
N -4.591 -1.299 0.061 -1.202 0.185 -0.914
C -5.478 -0.763 1.184 -0.149 0.696 1.167
C -4.755 -1.145 2.622 0.239 0.916 -0.295
O -4.716 -2.589 2.906 -0.253 0.872 -2.168
C -4.960 -3.388 1.669 -1.062 -0.315 0.482
C -4.239 -2.754 0.338 1.311 -1.679 0.762
C 1.350 -0.319 -3.869 -2.036 -0.448 4.742
P 1.065 -0.081 -5.745 1.234 -0.330 -1.264
N 0.439 1.621 -5.880 0.871 -0.981 2.151
O -0.134 -1.188 -6.382 -0.699 3.480 1.186
C 2.925 -0.469 -3.341 3.880 -1.505 -3.027
O 3.919 -0.935 -4.144 -6.505 3.052 5.150
H 4.547 -4.185 1.345 0.629 -0.750 -2.329
H 5.433 -5.535 0.359 -1.166 2.007 -0.449
H 3.866 -4.595 -0.371 2.383 0.054 1.059
H 6.496 -2.843 0.578 -1.112 -0.981 -1.684
H 6.533 -3.599 -1.203 -1.114 0.425 1.947
H 4.541 -2.467 -1.975 0.439 1.039 2.098
H 3.864 -2.191 -0.172 1.953 0.274 -1.773
H 5.411 -0.283 0.361 -0.018 -0.748 -2.312
H 6.558 -0.536 -1.124 -2.698 -0.091 0.342
H 2.752 -0.536 1.385 -0.674 2.263 -1.068
H 3.625 1.031 0.806 -2.349 -1.330 -0.776
H 2.065 1.976 2.396 -1.225 -1.277 -1.926
H 0.616 0.850 1.931 1.502 1.305 -1.117
H 1.445 2.685 -0.571 -0.752 -0.213 2.288
H 1.437 3.735 0.995 -1.042 -2.086 -1.035
H -1.135 1.829 0.232 1.038 1.866 0.332
H -0.811 3.499 -0.630 0.246 -1.383 2.051
H -1.182 4.901 1.471 -0.171 -2.656 0.094
H -2.522 3.557 1.465 2.214 0.400 0.191
H -1.415 4.041 3.855 1.169 -1.680 -1.607
H 0.234 3.229 3.263 -2.703 -0.045 -0.483
H -1.523 1.002 2.585 -0.247 1.716 1.642
H -2.812 1.967 3.596 2.297 -0.485 0.151
H 4.003 2.934 5.400 -2.320 -1.792 -0.452
H -1.578 -0.766 -4.249 1.070 0.783 1.990
H -1.876 -0.941 -2.396 1.399 1.323 -1.752
H -2.207 1.675 -4.186 0.441 -1.120 2.080
H -1.161 1.972 -2.628 -1.674 -1.627 -1.006
H -2.839 0.751 -1.087 -0.826 0.663 -1.817
H -3.629 2.274 -1.899 0.497 -2.575 -0.606
H -5.568 0.420 1.143 0.417 -2.486 -0.109
H -6.580 -1.170 1.152 2.129 0.551 -0.053
H -5.314 -0.577 3.506 1.069 -1.395 -1.900
H -3.634 -0.749 2.598 -2.275 -0.728 -0.063
H -4.594 -4.486 1.931 -0.445 2.488 -0.811
H -6.145 -3.472 1.582 2.503 0.243 -0.296
H -4.445 -3.474 -0.563 0.155 1.588 1.652
H -3.065 -2.813 0.539 -2.482 0.234 -0.405
H 1.330 2.181 -6.028 -1.458 -0.916 0.040
H 0.101 1.896 -4.917 0.262 -0.093 -1.446
H -0.908 -0.582 -6.633 1.230 -1.400 0.407
```
Forces are in eV/Å.

Summary:
relative energy (zero: lowest compared OMol25 entry of this formula, charge and spin) = 434.2 kcal per mole
maximum force = 8.84 eV Å⁻¹
HOMO-LUMO gap = 6.85 eV
M = 644.82 g/mol
LUMO = -2.0 eV
calculated total energy = -88683.0464 eV
SMILES = CCCCOC1=C(CCCCCCCSc2nnco2)C(=O)C(CCCSC(=S)N2CCOCC2)=C(P(N)O)C1=O

- LUMO of number 1 (C30H58IN6O5P)?
  -0.3 eV